Entry from the OMol25 dataset: the ion C5H9N2 with charge +1 in a non-equilibrium geometry (the ωB97M-V functional and the def2-TZVPD basis).

Computed properties:
Kohn-Sham gap ... 10.1 eV
E_LUMO ... -5.45 eV
Relative energy (zero: lowest compared OMol25 entry of this formula, charge and spin) ... 2.297 eV
Largest force on an atom ... 3.31 eV/Å
SMILES ... [H]/N=C/C1=[NH+]CCC1
Total charge ... +1
HOMO level ... -15.56 eV

Last column: Mulliken charge in e.
CARTESIAN COORDINATES (ANGSTROEM)
C: 0.54 -0.38 0.11  0.471
C: -0.56 1.60 -0.30  -0.582
C: 0.80 0.92 -0.53  -0.564
C: -1.50 0.48 -0.60  -0.538
C: 1.37 -1.42 0.81  -0.259
N: 0.75 -2.46 1.07  -0.455
N: -0.72 -0.58 -0.05  -0.020
H: -0.65 1.68 0.82  0.279
H: -0.90 2.52 -0.83  0.367
H: 0.96 0.86 -1.63  0.297
H: 1.57 1.51 -0.06  0.364
H: -2.50 0.57 -0.17  0.348
H: -1.66 0.39 -1.73  0.289
H: 2.30 -1.09 1.22  0.397
H: 1.33 -3.16 1.53  0.291
H: -1.14 -1.44 0.34  0.315


Entry from the OMol25 dataset: the ion C5H9N2 with charge +1 in a non-equilibrium geometry (the ωB97M-V functional and the def2-TZVPD basis).

Computed properties:
Kohn-Sham gap (spin up / spin down) ... 8.5 / 7.8 eV
Expectation value of S² ... 2.021
E_LUMO (spin up / spin down) ... -3.70 / -6.74 eV
Relative energy (zero: lowest compared OMol25 entry of this formula, charge and spin) ... 2.292 eV
Largest force on an atom ... 4.45 eV/Å
Total charge ... +1
2S+1 ... 3
HOMO level (spin up / spin down) ... -12.18 / -14.53 eV

Last column: Löwdin spin population.
CARTESIAN COORDINATES (ANGSTROEM)
C: -0.07 -0.10 -1.83  0.044
C: 0.90 0.42 -0.88  0.628
C: -1.59 0.38 -0.26  0.120
C: -0.50 0.70 0.64  0.686
C: 0.85 -1.22 1.26  0.056
N: -1.25 -0.26 -1.55  0.193
N: 0.80 0.09 0.60  0.116
H: 0.37 -0.33 -2.82  0.005
H: 1.68 0.95 -1.22  0.038
H: -2.59 -0.01 0.09  0.033
H: -1.94 1.44 -0.66  0.041
H: -0.58 1.57 1.26  0.027
H: 1.84 -1.24 1.61  0.004
H: 0.05 -1.25 2.11  0.005
H: 0.59 -1.86 0.47  0.002
H: 1.46 0.72 1.17  0.003


Entry from the OMol25 dataset: the ion C5H9N2 with charge +1 in a non-equilibrium geometry (the ωB97M-V functional and the def2-TZVPD basis).

Computed properties:
Kohn-Sham gap (spin up / spin down) ... 9.3 / 5.8 eV
Expectation value of S² ... 2.007
E_LUMO (spin up / spin down) ... -3.13 / -9.69 eV
Relative energy (zero: lowest compared OMol25 entry of this formula, charge and spin) ... 4.070 eV
Largest force on an atom ... 14.01 eV/Å
Total charge ... +1
2S+1 ... 3
HOMO level (spin up / spin down) ... -12.47 / -15.53 eV

Last column: Löwdin spin population.
CARTESIAN COORDINATES (ANGSTROEM)
C: -2.55 -0.11 -0.51  0.013
C: 0.37 -1.08 1.13  0.095
C: -1.17 -0.87 1.56  0.035
C: 0.83 -0.01 0.12  0.737
C: 0.43 1.08 -1.95  0.177
N: 0.55 0.00 -1.11  0.707
N: -1.81 -0.46 0.34  0.022
H: 1.25 -1.21 1.89  0.001
H: 0.53 -2.13 0.75  0.027
H: -1.72 -1.63 2.04  0.002
H: -1.26 0.16 2.13  0.002
H: 1.71 0.75 0.53  0.029
H: 1.22 1.89 -1.90  0.017
H: 0.28 0.73 -3.03  0.028
H: -0.59 1.59 -1.73  0.103
H: -0.22 -0.69 -1.52  0.006